Record 1
DFT (the ωB97M-V functional and the def2-TZVPD basis) results for a single C3H3NO5 molecule at a distorted geometry.

Positions of all 12 atoms, in Å:
O 2.201 -1.738 -0.588
C 1.599 -1.139 0.253
O 1.889 -1.105 1.548
N 0.132 -0.401 -0.122
C -0.091 0.722 0.520
O 0.169 1.238 1.543
C -1.720 1.068 -0.328
O -2.598 1.633 0.246
O -1.740 0.763 -1.635
H 2.660 -1.670 1.736
H 0.074 -0.436 -1.133
H -2.573 1.066 -2.041

HOMO level	-9.46	eV
total charge	0
E_tot	-14886.070	eV

---

Record 2
DFT (the ωB97M-V functional and the def2-TZVPD basis) results for a single C5H9NO molecule.

Positions of all 16 atoms, in Å:
C 1.505 0.337 0.643
C 0.060 -0.069 0.764
N -0.549 -0.737 1.671
O 0.280 -1.385 2.579
C -0.875 0.340 -0.310
C -0.494 0.877 -1.650
C -0.854 -0.570 -1.518
H 1.704 0.903 -0.276
H 2.207 -0.496 0.689
H 1.700 1.029 1.466
H -0.319 -1.576 3.315
H -1.828 0.676 0.087
H -1.246 1.520 -2.087
H 0.534 1.132 -1.891
H -0.035 -1.288 -1.605
H -1.799 -0.939 -1.891

HOMO level	-8.93	eV
total charge	0
E_tot	-8865.871	eV

---

Record 3
DFT (the ωB97M-V functional and the def2-TZVPD basis) results for 2 unconnected molecules or ions with the total composition C4H12S at a distorted geometry.

Positions of all 17 atoms, in Å:
C -1.718 0.723 1.760
S -1.125 1.401 0.185
C -1.550 3.149 0.314
H -2.553 1.313 2.128
H -1.996 -0.310 1.569
H -0.895 0.684 2.474
H -2.223 3.358 1.157
H -2.072 3.432 -0.595
H -0.671 3.761 0.496
C 1.181 -2.103 -0.841
C 2.524 -2.323 -1.544
H 0.881 -2.977 -0.251
H 1.247 -1.291 -0.110
H 0.411 -1.840 -1.558
H 3.328 -2.376 -0.817
H 2.776 -1.433 -2.137
H 2.457 -3.167 -2.229

HOMO level	-8.44	eV
total charge	0
E_tot	-15177.455	eV

---

Record 4
DFT (the ωB97M-V functional and the def2-TZVPD basis) results for a single C14H20N2O4 molecule at a distorted geometry.

Positions of all 40 atoms, in Å:
C 3.030 2.848 1.912
C 1.959 3.073 0.847
C 1.480 4.542 0.347
C 0.792 1.930 1.168
N -0.300 2.278 0.288
C -1.101 1.405 -0.355
O -2.048 1.906 -0.888
C -0.889 -0.024 -0.244
N -1.266 -0.943 0.921
C -1.374 -0.715 -1.553
C -1.154 -2.211 -1.652
C 0.088 -2.717 -1.827
C 0.314 -4.132 -1.747
C -0.677 -4.931 -1.387
O -0.210 -6.248 -0.831
C -2.133 -4.521 -1.351
C -2.317 -3.188 -1.691
C 0.051 1.882 2.570
O 0.001 2.932 3.268
O -0.712 0.791 2.675
H 2.623 2.767 3.028
H 3.534 1.914 1.551
H 3.784 3.898 2.091
H 2.397 2.575 -0.149
H 1.082 4.643 -0.885
H 0.540 5.101 1.109
H 2.434 5.361 0.456
H 1.464 0.922 0.909
H -0.717 3.187 0.484
H 0.238 -0.120 -0.384
H -2.273 -0.856 1.208
H -1.061 -1.923 0.803
H -2.415 -0.460 -1.683
H -0.802 -0.197 -2.277
H 0.927 -2.070 -2.204
H 1.246 -4.448 -2.427
H 0.725 -6.442 -1.258
H -3.183 -5.098 -1.134
H -3.420 -2.808 -1.744
H -0.656 0.103 2.034

HOMO level	-9.01	eV
total charge	0
E_tot	-26006.065	eV

---

Record 5
DFT (the ωB97M-V functional and the def2-TZVPD basis) results for a single C10H8N2O3 molecule at a distorted geometry.

Positions of all 23 atoms, in Å:
O 3.340 1.063 -1.595
N 2.449 1.487 -0.905
C 1.793 0.566 0.019
N 2.293 0.937 1.342
O 2.050 2.014 1.806
C 0.315 0.883 -0.039
C -0.104 2.198 -0.159
C -1.457 2.493 -0.152
C -2.388 1.478 -0.001
C -1.967 0.171 0.154
C -0.610 -0.150 0.145
C -0.156 -1.507 0.374
C 1.122 -1.856 0.253
C 2.180 -0.907 -0.222
O 3.432 -1.114 0.382
H 0.628 2.982 -0.270
H -1.781 3.516 -0.261
H -3.442 1.708 0.009
H -2.688 -0.620 0.297
H -0.901 -2.231 0.669
H 1.454 -2.864 0.453
H 2.280 -1.025 -1.324
H 3.660 -2.047 0.327

HOMO level	-8.69	eV
total charge	0
E_tot	-19616.857	eV

---

Record 6
DFT (the ωB97M-V functional and the def2-TZVPD basis) results for a molecular structure, C17H23N3O6 at a distorted geometry.

Positions of all 49 atoms, in Å:
C -6.501 -2.699 0.272
H -6.245 -2.636 -0.900
O -5.774 -1.543 0.834
C -6.367 -0.402 0.445
C -5.619 0.518 1.093
N -4.295 0.534 0.985
C -3.706 1.424 0.341
O -4.166 2.618 -0.279
C -2.259 1.257 -0.282
C -1.673 -0.093 -0.338
C -0.447 -0.089 -0.684
C 0.446 0.872 -0.910
N 1.921 0.446 -0.948
C 2.559 -0.586 -0.832
H 2.237 -1.216 -1.915
C 3.985 -0.615 -0.715
H 4.497 -1.757 -0.830
H 4.393 -0.086 -1.622
C 4.650 0.225 0.375
O 5.860 0.580 0.430
C 6.658 -0.542 0.643
H 7.437 -0.023 1.429
C 5.776 -1.278 1.685
H 5.656 -2.377 1.447
O 4.521 -0.590 1.304
H 6.173 -1.368 2.667
H 7.078 -1.294 -0.131
C 3.683 1.484 0.701
H 2.926 1.021 1.686
H 4.312 2.121 1.096
C 2.798 1.827 -0.519
H 3.395 1.955 -1.443
H 2.243 2.633 -0.164
H 2.180 -1.404 -0.034
C -0.063 2.003 -0.807
C -1.307 2.491 -0.482
H -1.730 3.293 -0.709
H 0.572 2.938 -0.818
N -0.169 -1.599 -1.059
O 0.331 -1.719 -2.028
O -0.547 -2.601 -0.221
H -2.488 -0.842 0.008
H -3.894 -0.303 1.163
H -5.836 0.394 2.344
H -6.096 1.753 0.894
H -6.124 -0.289 -0.623
H -7.415 -0.396 0.737
H -7.498 -2.870 0.427
H -6.065 -3.519 0.455

HOMO level	-7.56	eV
total charge	0
E_tot	-34735.545	eV

---

Record order is preserved below.
Relative energy (zero: lowest compared OMol25 entry of this formula, charge and spin): 178.81; 322.41; 24.23; 829.37; 181.71; 2128.26 kJ/mol
Record order is preserved below.
HOMO-LUMO gap: 0.3589; 0.3678; 0.3509; 0.3403; 0.2928; 0.2757 Eh